Entry 1:
A 2-piece molecular cluster, C2H3F2NO2S overall at a distorted geometry, computed with ωB97M-V with the def2-TZVPD basis set.

Output
Largest force on an atom   4.2 eV/A
Total charge   0
Relative energy (zero: lowest compared OMol25 entry of this formula, charge and spin)   3.879 eV
HOMO energy (alpha / beta)   -0.3268 / -0.3268 Eh

Geometry (Å):
C (-0.0501, -0.2641, -0.2244)
C (-0.9856, -1.1334, 0.5316)
N (-2.7631, 0.8387, 0.5958)
O (-3.3975, 0.9417, 1.6127)
O (-2.2081, 0.3023, -1.6864)
F (-1.2116, -1.0597, 1.8364)
F (-1.0470, -2.4335, 0.0720)
S (-3.0185, -0.2946, -0.6842)
H (-0.4627, 0.2164, -1.2493)
H (0.7140, -1.0031, -0.5996)
H (0.5951, 0.6082, 0.1979)

Atom charges from the Mulliken analysis, given in e for atoms 1 to 5: -0.6165 0.3790 0.2090 -0.3770 -0.5038


Entry 2:
C44H37N6O9PbS2Te as an isolated structure at a distorted geometry, computed with ωB97M-V with the def2-TZVPD basis set.

Output
Largest force on an atom   1.3 eV/A
Total charge   -2
2S+1   2
HOMO energy (alpha / beta)   -0.0658 / -0.1446 Eh

Geometry (Å):
Pb (-1.7964, -0.8942, 0.5567)
O (-4.4418, 1.8909, 2.0009)
S (-3.3756, 2.4034, 1.1888)
O (-3.0519, 3.8080, 1.3958)
O (-2.1275, 1.5817, 1.2125)
C (-3.7968, 2.2915, -0.5647)
C (-3.3786, 3.3852, -1.3206)
C (-3.4596, 3.3721, -2.7032)
C (-3.9590, 2.2590, -3.3565)
C (-4.4059, 1.1739, -2.6215)
C (-4.3372, 1.1695, -1.2296)
S (-5.0789, -0.2878, -0.4600)
O (-6.3577, 0.1522, 0.0339)
O (-5.1200, -1.2769, -1.5214)
O (-4.1450, -0.6975, 0.6140)
H (-2.9820, 4.2396, -0.7884)
H (-3.1108, 4.2275, -3.2708)
H (-3.9994, 2.2332, -4.4385)
H (-4.8081, 0.2926, -3.1013)
O (-1.8100, -7.8453, -4.1462)
C (-1.8032, -6.4813, -4.2421)
O (-1.7510, -5.9961, -5.3377)
C (-1.8704, -5.7212, -2.9725)
C (-1.8160, -6.3087, -1.7097)
C (-1.9013, -5.5576, -0.5573)
C (-2.0498, -4.1566, -0.6095)
C (-2.0916, -3.5669, -1.8929)
C (-2.0014, -4.3281, -3.0344)
N (-2.1275, -3.3649, 0.5089)
C (-2.3169, -3.8746, 1.7266)
C (-2.3917, -3.0465, 2.8704)
C (-2.6083, -3.5915, 4.1592)
C (-2.7368, -2.7618, 5.2405)
C (-2.6429, -1.3708, 5.0640)
C (-2.3979, -0.8974, 3.7946)
N (-2.2664, -1.6943, 2.7320)
H (-1.8965, -8.0988, -3.2219)
H (-1.6837, -7.3801, -1.5897)
H (-1.8303, -6.0567, 0.3991)
H (-2.2304, -2.4960, -1.9739)
H (-2.0427, -3.8583, -4.0089)
H (-2.4738, -4.9375, 1.8872)
H (-2.6645, -4.6673, 4.2679)
H (-2.9104, -3.1746, 6.2273)
H (-2.7524, -0.6837, 5.8910)
H (-2.2981, 0.1671, 3.6020)
N (1.2961, 1.4386, -6.1714)
C (0.7693, 0.8948, -5.2863)
N (0.1138, 0.2402, -4.3636)
C (0.2082, 0.2561, -3.0892)
N (0.2495, 0.2193, -1.9197)
C (4.5174, 4.5603, -3.9519)
C (3.6936, 3.8323, -2.9229)
C (4.2931, 3.0967, -1.9107)
C (3.5671, 2.3973, -0.9481)
C (4.3676, 1.6729, 0.1098)
C (2.1606, 2.4420, -1.0159)
Te (0.8140, 1.3673, 0.2655)
N (2.0344, -0.1716, 0.4835)
C (1.6031, -1.1596, 1.2452)
O (0.4687, -1.3755, 1.7594)
C (2.7119, -2.1332, 1.5948)
C (2.8341, -2.5482, 2.9165)
C (3.9369, -3.2924, 3.3193)
C (4.9086, -3.6510, 2.3945)
C (4.7688, -3.2697, 1.0645)
C (3.6833, -2.5019, 0.6675)
C (1.5803, 2.3257, 2.0537)
C (2.3876, 1.6522, 2.9596)
C (2.7625, 2.2469, 4.1581)
C (2.2991, 3.5180, 4.4668)
C (1.4653, 4.1839, 3.5767)
C (1.0899, 3.6041, 2.3676)
C (0.1495, 4.3291, 1.4324)
C (1.5340, 3.2060, -2.0215)
C (0.0332, 3.3741, -2.1837)
C (2.3132, 3.8794, -2.9563)
H (5.5835, 4.4080, -3.7772)
H (4.3196, 5.6348, -3.9247)
H (4.2809, 4.2061, -4.9577)
H (5.3770, 3.0587, -1.8569)
H (5.4328, 1.7657, -0.1057)
H (4.0935, 0.6219, 0.1611)
H (4.1762, 2.0967, 1.0979)
H (2.0521, -2.2742, 3.6164)
H (4.0401, -3.5849, 4.3578)
H (5.7726, -4.2246, 2.7078)
H (5.5173, -3.5619, 0.3373)
H (3.5770, -2.1766, -0.3600)
H (2.7501, 0.6600, 2.7187)
H (3.4064, 1.7139, 4.8492)
H (2.5784, 3.9909, 5.4019)
H (1.0804, 5.1674, 3.8298)
H (-0.0436, 5.3450, 1.7782)
H (-0.8196, 3.8197, 1.3708)
H (0.5773, 4.3887, 0.4275)
H (-0.5630, 2.8605, -1.4339)
H (-0.2858, 2.9944, -3.1571)
H (-0.2313, 4.4341, -2.1398)
H (1.8115, 4.4471, -3.7357)

Atom charges from the Mulliken analysis, given in e for atoms 1 to 5: 1.4997 -0.7329 1.1658 -0.7971 0.1198